[1]
Density functional theory data (the ωB97M-V functional and the def2-TZVPD basis) for C6H9BF12N2O11S4Zr as an isolated structure at a distorted geometry.

Calculated values
- Energy: -4034.13580 hartree
- 2S+1: 1
- Net charge: 0
- Strongest force on any atom: 0.1044 Eh/bohr
- HOMO energy: -11.3906 eV

XYZ file:
```
46
C6H9BF12N2O11S4Zr, DFT the ωB97M-V functional and the def2-TZVPD basis
Zr -0.0926 0.6314 0.7203
C -1.5320 -0.1519 -3.3936
F -1.2392 -0.4274 -4.6446
F -2.3586 0.8408 -3.2558
F -2.0630 -1.2507 -2.8699
S 0.1878 0.0871 -2.4799
O 0.3971 -1.1078 -1.7028
O 1.2335 0.5093 -3.3515
N -0.1741 1.3015 -1.2639
S -0.2311 2.6987 -2.1830
O 0.8311 3.6065 -1.8521
O -0.4646 2.5148 -3.5990
C -1.7687 3.6220 -1.5876
F -1.9800 4.5428 -2.5054
F -2.8524 2.8863 -1.4617
F -1.4969 4.2073 -0.4365
C 1.9424 -3.2095 0.4351
F 0.6269 -3.3660 0.5028
F 2.5143 -4.2232 1.0487
F 2.3022 -3.1651 -0.8204
S 2.4591 -1.6490 1.4024
O 1.7381 -1.6630 2.6506
O 3.8803 -1.7696 1.4511
N 1.8014 -0.2741 0.4868
S 3.0888 0.1939 -0.3739
O 3.7190 -0.8436 -1.1675
O 2.8088 1.3207 -1.2237
C 4.2539 1.0290 0.9615
F 5.4373 0.5078 0.8721
F 4.2522 2.3231 0.7043
F 3.7072 0.9151 2.1703
C -2.5285 -2.8062 0.7684
C -1.7681 -1.5050 0.8742
O -1.9361 -0.5988 0.0205
O -0.7146 -1.3996 1.5831
H -1.8692 -3.6604 0.6148
H -3.0740 -2.7642 -0.1729
H -3.1041 -2.9635 1.6782
B -1.6049 1.8765 1.8489
H -2.6638 2.1985 2.1514
H -1.4791 0.7840 2.0783
H -1.5422 1.9640 0.7275
H -0.7058 2.4354 2.2585
O -2.5546 -1.4478 4.4906
H -3.1604 -0.8019 4.1092
H -2.2229 -1.9485 3.7363
```

***

[2]
Density functional theory data (the ωB97M-V functional and the def2-TZVPD basis) for a 2-piece molecular cluster, C6H9BF2N2O5 overall.

Calculated values
- Energy: -944.44063 hartree
- 2S+1: 1
- Net charge: 0
- Strongest force on any atom: 0.0149 Eh/bohr
- HOMO energy: -8.5436 eV

XYZ file:
```
25
C6H9BF2N2O5, DFT the ωB97M-V functional and the def2-TZVPD basis
N -0.0714 -0.4091 -0.7273
C -1.3142 -0.4757 -0.0620
C -2.3235 0.6011 -0.4917
C -3.7008 -0.0809 -0.4130
C -3.3519 -1.5024 -0.6786
N -2.1261 -1.7086 -0.4185
O -1.4591 -2.8834 -0.4220
H 0.6815 -0.6017 -0.0690
H -0.0120 -1.0351 -1.5197
H -1.1497 -0.4807 1.0186
H -2.0612 0.8718 -1.5151
H -2.2652 1.4829 0.1401
H -4.0370 -0.0629 0.6330
H -4.5114 0.3314 -1.0061
H -4.0045 -2.3012 -1.0142
H -2.0493 -3.5662 -0.7894
B 3.7367 2.2816 0.0608
O 4.8635 1.7938 0.9219
C 4.5120 0.7273 1.6003
O 5.1785 0.0961 2.3720
C 3.0452 0.4004 1.2223
O 2.3880 -0.5267 1.6377
O 2.6291 1.2892 0.3655
F 4.0645 2.2103 -1.2776
F 3.3382 3.5486 0.4318
```

***

[3]
Density functional theory data (the ωB97M-V functional and the def2-TZVPD basis) for C6H9BiO5 as an isolated structure at a distorted geometry.

Calculated values
- Energy: -824.42399 hartree
- 2S+1: 2
- Net charge: +1
- Strongest force on any atom: 0.0901 Eh/bohr
- HOMO energy (spin up / spin down): -11.7023 / -13.3229 eV

XYZ file:
```
21
C6H9BiO5, DFT the ωB97M-V functional and the def2-TZVPD basis
O 0.1983 -0.9153 0.2642
C -0.6445 -0.4084 -0.8082
O -1.3098 -1.2209 -1.4509
O -1.4609 0.4843 0.1763
C -2.5933 1.0694 -0.2814
C 1.2456 -1.7928 -0.1550
H 0.7808 -2.7315 -0.4885
H 1.7721 -1.3539 -1.0176
C 2.2110 -2.0208 0.9829
H 2.6470 -1.0702 1.3214
H 1.7166 -2.5279 1.8223
H 3.0329 -2.6612 0.6364
C -3.2605 2.0037 0.3951
H -2.8542 0.7875 -1.3054
H -4.1786 2.4093 -0.0276
H -2.8133 2.5224 1.2449
O 2.4903 2.4384 -1.4556
C 1.7134 2.0673 -0.6705
O 1.2795 1.9403 0.4264
Bi -0.0653 0.5562 1.7781
H 0.0930 0.4244 -1.3874
```

***

[4]
Density functional theory data (the ωB97M-V functional and the def2-TZVPD basis) for a 2-piece molecular cluster, C6H9Br overall at a distorted geometry.

Calculated values
- Energy: -2807.88645 hartree
- 2S+1: 1
- Net charge: 0
- ΔE to the lowest compared entry with this formula, charge and spin: 310.79 kJ/mol
- SMILES: C[C@H]1C[C@H]1Br.C#C
- Strongest force on any atom: 0.0955 Eh/bohr
- HOMO energy: -9.6827 eV

XYZ file:
```
16
C6H9Br, DFT the ωB97M-V functional and the def2-TZVPD basis
C -3.3923 -0.4510 -1.1150
C -3.0197 -0.7382 -0.0365
C 1.9289 0.9425 0.7917
C 0.9561 -0.8904 -0.7197
C 0.4513 1.1357 0.7385
C 0.9095 -0.2079 0.5747
Br -0.2628 2.0339 -0.8527
H -3.9842 -0.1810 -2.0240
H 2.5975 1.0749 0.0040
H -2.3547 -0.9125 0.8579
H 2.4457 0.9737 1.7482
H 1.4824 -1.8182 -0.5810
H 1.6662 -0.4183 -1.3010
H 0.0494 -1.0431 -1.1875
H -0.1888 1.3075 1.6291
H 0.7155 -0.8076 1.4733
```

***

[5]
Density functional theory data (the ωB97M-V functional and the def2-TZVPD basis) for a 3-piece molecular cluster, C6H9Br4OP overall at a distorted geometry.

Calculated values
- Energy: -10946.67677 hartree
- 2S+1: 1
- Net charge: 0
- ΔE to the lowest compared entry with this formula, charge and spin: 55.04 kJ/mol
- SMILES: O=P(Br)(Br)Br.C1=CCCC=C1.Br
- Strongest force on any atom: 0.0786 Eh/bohr
- HOMO energy: -8.2196 eV

XYZ file:
```
21
C6H9Br4OP, DFT the ωB97M-V functional and the def2-TZVPD basis
C -0.9390 1.5121 -0.7471
C -1.1620 1.9002 0.6131
C -1.5286 0.0791 -1.1845
C -1.2251 -0.4024 1.2448
C -1.3513 1.0127 1.5835
C -1.3536 -0.8784 -0.0601
O 4.5218 -0.1413 0.3667
P 3.1200 0.1415 0.2332
Br 2.1191 1.3864 1.7933
Br 0.6639 -4.7982 0.0022
Br 2.7418 1.4787 -1.7690
Br 1.9342 -1.6271 -0.2281
H -1.5720 2.2161 -1.4245
H 0.1470 1.6182 -0.9429
H -0.9443 2.9633 0.8759
H 1.7746 -4.7932 -1.0310
H -2.5654 0.1837 -1.5027
H -0.9813 -0.3285 -1.9833
H -0.9474 -1.1067 2.0178
H -1.5738 1.3885 2.5170
H -0.8786 -1.8048 -0.3743
```

***

[6]
Density functional theory data (the ωB97M-V functional and the def2-TZVPD basis) for C6H9BrCl2 as an isolated structure at a distorted geometry.

Calculated values
- Energy: -3728.26603 hartree
- 2S+1: 1
- Net charge: 0
- ΔE to the lowest compared entry with this formula, charge and spin: 128.21 kJ/mol
- Strongest force on any atom: 0.0480 Eh/bohr
- HOMO energy (spin up / spin down): -8.1361 / -8.7260 eV

XYZ file:
```
18
C6H9BrCl2, DFT the ωB97M-V functional and the def2-TZVPD basis
C 0.4015 -0.8429 -0.7697
C 0.1891 0.3976 0.0125
C -1.3214 0.6902 0.4806
C 0.9341 0.4671 1.3764
C 0.5137 1.6524 -0.8800
C -0.0893 -2.1845 -0.3969
Cl -1.8006 0.2913 2.0357
Cl -1.8134 -2.5660 -1.2765
Br -2.7605 0.5210 -0.6872
H 0.5850 -0.7892 -1.9095
H 0.7575 1.5542 1.6756
H 1.9902 0.4296 1.3956
H 0.5868 -0.1527 2.2449
H 1.4038 1.6543 -1.5123
H 0.6188 2.4788 -0.2693
H -0.3489 1.8192 -1.5336
H -0.3769 -2.4246 0.6559
H 0.5305 -2.9957 -0.6421
```

***

[7]
Density functional theory data (the ωB97M-V functional and the def2-TZVPD basis) for C6H9BrF3N as an isolated structure at a distorted geometry.

Calculated values
- Energy: -3162.37451 hartree
- 2S+1: 1
- Net charge: 0
- ΔE to the lowest compared entry with this formula, charge and spin: 0.00 kJ/mol
- Strongest force on any atom: 0.0577 Eh/bohr
- HOMO energy: -9.0078 eV

XYZ file:
```
20
C6H9BrF3N, DFT the ωB97M-V functional and the def2-TZVPD basis
C 0.3250 0.3788 1.0780
C 1.0241 0.0445 -0.3089
C -0.9129 -0.4604 1.2347
C 0.0313 0.4163 -1.3165
C -1.6472 -0.5958 -0.0095
C -2.9761 -1.3948 -0.0044
N -0.9984 -0.5147 -1.1508
F -3.5778 -1.1527 1.1379
F -3.7030 -1.2230 -1.1372
F -2.6495 -2.7276 -0.0001
Br -2.8256 1.6195 0.0718
H 1.0793 0.3964 1.9303
H 0.0982 1.4053 1.0230
H 1.8900 0.5834 -0.2971
H 1.1121 -1.0057 -0.5709
H -0.6586 -1.4684 1.4929
H -1.6576 -0.0383 1.9781
H -0.3556 1.4124 -1.0304
H 0.3098 0.4167 -2.3640
H -1.5457 -0.8592 -1.9055
```

***

[8]
Density functional theory data (the ωB97M-V functional and the def2-TZVPD basis) for an isolated ion of composition C6H9BrFN2O and charge +1 at a distorted geometry.

Calculated values
- Energy: -3092.28655 hartree
- 2S+1: 1
- Net charge: +1
- ΔE to the lowest compared entry with this formula, charge and spin: 178.35 kJ/mol
- SMILES: C[C@H](F)\C(O)=[NH+]/C=N\C=C\Br
- Strongest force on any atom: 0.0689 Eh/bohr
- HOMO energy: -13.9216 eV

XYZ file:
```
20
C6H9BrFN2O, DFT the ωB97M-V functional and the def2-TZVPD basis
C -1.3502 1.8786 -0.1175
C 0.8251 2.3263 -0.2316
C -1.4871 0.5438 -0.5578
C 0.2768 -0.0150 0.5700
C 0.2154 -2.4234 -0.1698
C 0.7821 -1.0728 -0.4041
N -0.3697 2.6389 -0.5131
N 1.1069 1.1933 0.5064
O -0.2431 -0.2768 1.7596
F 2.1945 -0.9273 -0.3326
Br -2.9184 -0.6345 -0.0560
H -2.0310 2.5461 0.4816
H 1.6830 3.0036 -0.4437
H -1.3079 0.3565 -1.6292
H -0.1391 -2.8423 -1.1132
H -0.6906 -2.2504 0.4471
H 0.9226 -3.1665 0.3798
H 0.6373 -0.6554 -1.5034
H 2.0327 0.9239 0.7646
H -0.1392 -1.1467 2.1631
```